No. 1
DFT (the ωB97M-V functional and the def2-TZVPD basis) results for a single C6H8 molecule in a non-equilibrium geometry.

```
14
Properties=species:S:1:pos:R:3:mulliken_charge:R:1
C -1.3672 -2.2562 0.1501 -1.102
C -0.9097 -0.7671 -0.0640 0.014
C 0.3901 -0.4872 -0.0079 -0.437
C 0.8596 0.8500 -0.0271 0.117
C 1.6997 1.7750 0.4470 -0.431
C 0.7409 2.2101 -0.4965 -0.564
H -1.1628 -2.5475 1.1312 0.317
H -0.5784 -2.7528 -0.4735 0.272
H -2.3942 -2.2561 -0.1240 0.355
H -1.6692 0.0186 -0.0845 0.349
H 1.0436 -1.2554 0.2854 0.362
H 2.5156 2.2490 0.9358 0.387
H -0.1718 2.8225 -0.1898 0.150
H 1.0036 2.3970 -1.4822 0.209
```

Values from the calculation:
Lowest unoccupied orbital energy = 1.0 eV
Gap between HOMO and LUMO = 9.16 eV
SMILES string = C/C=C/C1=CC1
HOMO energy = -8.1 eV

No. 2
DFT (the ωB97M-V functional and the def2-TZVPD basis) results for FHN2O2 as an isolated structure in a non-equilibrium geometry.

```
6
Properties=species:S:1:pos:R:3:mulliken_charge:R:1
N 0.1287 -0.9671 -0.2288 -0.187
N -0.3802 0.8386 -0.1359 0.970
O -0.3644 1.1921 -1.2340 -0.468
O -0.6069 1.2126 0.8954 -0.417
F 0.0336 -1.3586 1.1260 -0.174
H 1.1892 -0.9176 -0.4227 0.276
```

Values from the calculation:
Lowest unoccupied orbital energy = 0.1 eV
Gap between HOMO and LUMO = 10.53 eV
HOMO energy = -10.4 eV

No. 3
DFT (the ωB97M-V functional and the def2-TZVPD basis) results for C39H44AsBrGeN4O5W as an isolated structure in a non-equilibrium geometry.

```
96
Properties=species:S:1:pos:R:3:mulliken_charge:R:1
W 1.0958 0.3590 0.6149 0.562
O 1.5128 -2.6553 3.1932 -0.482
C 1.8461 -1.9197 2.3264 0.100
O 1.0315 -1.4738 1.3400 -0.259
C 3.1834 -1.2185 2.2066 0.647
C 4.2766 -1.2851 3.0482 -0.813
C 5.3421 -0.4220 2.7950 -0.322
C 5.2892 0.4707 1.7268 -1.016
C 4.1498 0.4827 0.9446 0.418
N 3.1343 -0.3563 1.1799 -0.022
C 3.7428 1.5052 -0.0916 0.359
O 4.3856 2.4291 -0.4548 -0.501
O 2.4728 1.2505 -0.5023 -0.346
H 4.2792 -1.9656 3.8892 0.567
H 6.1948 -0.4184 3.4612 0.509
H 6.0904 1.1652 1.5133 0.586
Br -4.6237 -10.4382 -5.3881 0.144
C -3.9873 -8.8091 -4.8035 0.250
C -4.5987 -7.6107 -5.2506 -0.514
C -4.1522 -6.4093 -4.8036 -0.376
C -3.0217 -6.3399 -3.9156 0.523
C -2.4176 -7.5673 -3.4583 -0.144
C -2.8874 -8.7571 -3.9027 -0.578
N -2.6151 -5.1636 -3.5133 -0.290
N -1.6158 -4.5717 -3.1611 0.186
C -1.3987 -3.5393 -2.3504 0.400
C -2.3099 -3.1836 -1.3231 -0.611
C -2.0868 -2.0995 -0.5096 -1.225
C -0.9167 -1.3542 -0.6540 -0.068
O -0.6698 -0.2325 -0.0078 -0.649
C 0.0877 -1.7669 -1.5844 0.641
N 1.2244 -1.0259 -1.5636 0.086
C 2.1398 -1.2930 -2.4772 -0.189
C 1.9753 -2.2952 -3.4430 -1.172
C 0.8444 -3.0756 -3.4398 -0.577
C -0.1480 -2.8217 -2.4769 0.600
H -5.4258 -7.6656 -5.9450 0.473
H -4.6338 -5.4933 -5.1198 0.469
H -1.5825 -7.5157 -2.7721 0.442
H -2.4100 -9.6796 -3.6004 0.464
H -3.2203 -3.7554 -1.1944 0.526
H -2.8150 -1.8008 0.2317 0.557
H 3.0306 -0.6750 -2.4660 0.600
H 2.7493 -2.4497 -4.1817 0.469
H 0.7119 -3.8653 -4.1674 0.559
C -0.0825 1.8466 4.2366 -1.280
As -0.4089 0.6999 2.6593 0.967
C -2.1551 1.5098 2.1816 -1.170
C -1.0615 -0.9831 3.5808 -1.115
C -2.3597 -0.8283 4.3001 -0.045
C -2.3805 -0.4049 5.6310 -0.492
C -3.5706 -0.3852 6.3367 -0.819
C -4.7551 -0.7589 5.7137 -0.513
C -4.7493 -1.1524 4.3800 -0.802
C -3.5604 -1.1703 3.6742 0.327
H -1.0156 2.0589 4.7592 0.491
H 0.3734 2.7838 3.9146 0.381
H 0.6159 1.3628 4.9203 0.429
H -2.9181 1.1563 2.8771 0.538
H -2.4439 1.2358 1.1659 0.304
H -2.1016 2.5968 2.2568 0.418
H -0.2780 -1.2820 4.2798 0.744
H -1.1313 -1.7472 2.8042 0.623
H -1.4478 -0.1418 6.1148 0.477
H -3.5773 -0.0960 7.3772 0.446
H -5.6838 -0.7441 6.2649 0.430
H -5.6706 -1.4596 3.9064 0.444
H -3.5454 -1.4855 2.6364 0.268
C 1.5923 4.4595 -4.8358 -1.269
C 2.6168 4.0235 -3.7979 -0.695
C 2.0762 4.0245 -2.3651 0.061
C 0.8425 3.1077 -2.2361 -1.097
Ge 0.3584 2.6425 -0.3576 1.225
C -0.2374 4.2954 0.6196 -0.858
C 0.3815 5.6588 0.3178 -0.865
C 1.8027 5.7851 0.8558 0.186
C 2.4285 7.1402 0.5714 -1.485
H 2.0831 4.6128 -5.7956 0.408
H 1.1109 5.3908 -4.5364 0.317
H 0.8191 3.7060 -4.9983 0.286
H 3.4642 4.7135 -3.8107 0.455
H 3.0152 3.0400 -4.0639 0.316
H 1.7986 5.0425 -2.0902 0.243
H 2.8767 3.6981 -1.6997 -0.145
H 1.0272 2.1651 -2.7652 0.452
H -0.0208 3.5919 -2.7002 0.845
H 2.0534 1.7829 1.8418 0.404
H -0.2143 4.1192 1.7005 0.362
H -1.2991 4.3279 0.3227 0.552
H -0.2434 6.4215 0.7904 0.511
H 0.3587 5.8618 -0.7549 0.291
H 2.4139 4.9848 0.4096 -0.032
H 1.8063 5.6146 1.9372 0.390
H 2.4065 7.3831 -0.4915 0.324
H 3.4563 7.1703 0.9263 0.406
H 1.8797 7.9315 1.0852 0.376
```

Values from the calculation:
Lowest unoccupied orbital energy (alpha / beta) = -13.6 / -13.4 eV
Net charge = +4
Gap between HOMO and LUMO (alpha / beta) = 3.24 / 3.48 eV
HOMO energy (alpha / beta) = -16.8 / -16.8 eV

No. 4
DFT (the ωB97M-V functional and the def2-TZVPD basis) results for C37H28Cl4N5O9S5SbZr as an isolated structure.

```
90
Properties=species:S:1:pos:R:3:mulliken_charge:R:1
Zr -1.9014 1.0436 0.8021 0.380
O -5.0175 5.2113 3.7050 -0.581
C -3.7636 5.6236 3.7472 0.449
O -3.4380 6.6303 4.3366 -0.654
C -2.7605 4.7919 3.0300 -0.520
C -1.4275 5.0731 2.8900 -0.076
Cl -0.5055 6.3736 3.4865 -0.165
N -0.8132 4.0626 2.2215 -0.551
N -1.7305 3.0885 1.9498 1.139
C -2.9036 3.5694 2.3131 0.124
C -4.0780 2.7111 1.9988 0.766
O -5.1653 2.9324 2.5255 -0.883
O -3.7510 1.5974 1.4048 -0.416
C 0.3605 4.1821 1.4102 -0.199
C 1.2795 3.1519 1.3538 -0.643
C 2.3633 3.2653 0.4941 -0.089
C 2.5334 4.4049 -0.2764 -0.493
C 1.5996 5.4318 -0.2087 -0.974
C 0.4999 5.3160 0.6239 0.306
H -5.1224 4.3345 3.2114 0.412
H 1.1298 2.2665 1.9543 0.377
H 3.0668 2.4451 0.4256 0.255
H 3.3815 4.4915 -0.9441 0.369
H 1.7052 6.3104 -0.8317 0.339
H -0.2724 6.0733 0.6286 0.534
S -2.8095 0.2551 -4.3905 -0.686
Sb -4.6947 0.3454 -3.0895 0.480
S -2.1364 2.8135 -0.8969 -0.364
S -3.6143 4.1185 -0.3459 -0.391
S -5.6996 -1.7006 -3.2561 -0.701
Cl 0.7861 -2.8019 6.7771 -0.265
C 0.4754 -1.7789 5.3949 0.379
C -0.7469 -1.1449 5.2716 -0.888
C -0.9824 -0.3404 4.1759 0.812
Cl -2.5003 0.4765 4.0255 -0.164
C -0.0321 -0.1422 3.1506 -1.242
O -0.2526 0.5899 2.0975 1.173
C 1.1994 -0.7940 3.3538 0.654
Cl 2.4686 -0.5237 2.1901 -0.140
C 1.4617 -1.6026 4.4443 -0.821
H -1.5176 -1.2730 6.0185 0.486
H 2.4251 -2.0807 4.5467 0.463
C 5.1017 2.0302 -2.1013 -1.596
C 4.6191 0.6054 -2.1604 0.847
C 4.1144 -0.0267 -1.0296 -0.245
C 3.6116 -1.3167 -1.0827 -0.430
C 3.5807 -1.9959 -2.2922 0.014
N 3.0499 -3.3000 -2.4056 -0.038
C 2.0403 -3.9052 -1.6796 0.077
O 1.9958 -5.1238 -1.5953 -0.740
N 1.1048 -3.0990 -1.0941 0.258
C 0.7198 -1.7926 -1.5014 1.117
C 0.6889 -1.4009 -2.8330 -0.158
C 0.2628 -0.1268 -3.1279 -1.757
C -0.1731 0.7001 -2.1033 -0.757
N -0.1699 0.3263 -0.8211 1.093
C 0.2940 -0.9019 -0.5373 -0.978
C 4.0949 -1.3831 -3.4285 -0.341
C 4.6192 -0.1026 -3.3579 -0.849
H 5.5192 2.2676 -1.1222 0.390
H 4.2722 2.7165 -2.2841 0.175
H 5.8647 2.2217 -2.8567 0.480
H 4.1161 0.4973 -0.0799 0.263
H 3.2219 -1.7862 -0.1887 0.601
H 3.5905 -3.9740 -2.9220 0.294
H 0.4048 -3.6278 -0.5855 -0.019
H 0.9726 -2.0951 -3.6143 0.626
H 0.1753 0.2139 -4.1483 0.763
H -0.5736 1.6782 -2.3254 0.386
H 0.2891 -1.1978 0.5034 0.232
H 4.0569 -1.9081 -4.3762 0.376
H 5.0078 0.3642 -4.2558 0.341
C -0.9147 -6.4839 -2.4915 -1.586
C -1.4820 -5.2732 -1.8009 1.471
C -2.0651 -4.2395 -2.5262 -0.963
C -2.5611 -3.1054 -1.8958 -0.236
C -2.4633 -3.0166 -0.5147 0.392
C -1.8944 -4.0379 0.2363 -0.613
C -1.4094 -5.1628 -0.4113 -0.840
S -3.0946 -1.5864 0.2888 1.289
O -2.7986 -0.4588 -0.6501 -0.150
O -4.4675 -1.7979 0.6041 -0.673
O -2.2024 -1.3098 1.4518 -0.443
H -1.0080 -6.3912 -3.5732 0.335
H -1.4383 -7.3913 -2.1806 0.383
H 0.1422 -6.5927 -2.2423 0.300
H -2.1348 -4.3084 -3.6054 0.366
H -3.0098 -2.3070 -2.4780 -0.155
H -1.8239 -3.9359 1.3126 0.422
H -0.9455 -5.9570 0.1633 0.281
```

Values from the calculation:
Lowest unoccupied orbital energy = 3.4 eV
Net charge = -2
Gap between HOMO and LUMO = 5.45 eV
HOMO energy = -2.0 eV

No. 5
DFT (the ωB97M-V functional and the def2-TZVPD basis) results for C35H45BN8RuTe as an isolated structure in a non-equilibrium geometry.

```
91
Properties=species:S:1:pos:R:3:mulliken_spin:R:1
Ru -1.6246 -0.6678 -1.1392 1.853
C 1.3570 -2.3505 -2.0623 0.025
C 1.3735 -0.8634 -1.9913 -0.048
C 2.3799 0.0202 -2.3680 0.021
C 1.8449 1.2829 -2.1857 0.023
N 0.5997 1.1585 -1.7080 -0.028
N 0.3010 -0.1609 -1.5890 0.054
B -0.4407 2.2909 -1.3635 -0.009
N -0.8521 2.1684 0.1328 -0.050
C -0.9718 3.1782 1.0121 0.019
C -1.3529 2.6529 2.2238 -0.004
C -1.4733 1.2785 2.0018 -0.010
C -1.8366 0.2734 3.0544 0.029
N -1.1892 0.9873 0.7162 0.134
N -1.6811 2.0475 -2.2735 0.014
C -2.3724 2.8934 -3.0496 0.025
C -3.1980 2.1637 -3.8782 0.008
C -2.9579 0.8291 -3.5744 0.013
C -3.4619 -0.3597 -4.3293 0.014
N -2.0567 0.7583 -2.5753 -0.044
N 0.2412 3.6250 -1.5585 -0.009
C 1.3118 4.0641 -0.8338 0.018
C 1.6598 5.2931 -1.3113 0.002
C 0.7320 5.5574 -2.3501 0.000
C 0.6426 6.7726 -3.2207 0.000
N -0.1136 4.5544 -2.4898 0.000
H 2.3192 -2.7225 -2.4081 0.000
H 0.5914 -2.6806 -2.7647 0.001
H 1.1402 -2.8050 -1.0919 0.013
H 3.3552 -0.2276 -2.7561 0.003
H 2.2711 2.2518 -2.3912 0.002
H -0.7718 4.1988 0.7269 0.000
H -1.5236 3.1841 3.1472 0.002
H -1.3523 0.5427 3.9931 -0.002
H -1.5288 -0.7378 2.7947 -0.005
H -2.9103 0.2737 3.2472 0.002
H -2.1909 3.9534 -2.9973 0.002
H -3.8516 2.5439 -4.6476 0.001
H -3.3956 -0.1457 -5.3952 0.002
H -4.5112 -0.5726 -4.1157 0.000
H -2.8574 -1.2420 -4.1296 0.002
H 1.7361 3.4681 -0.0378 -0.011
H 2.4648 5.9275 -0.9738 0.000
H 1.4096 7.4950 -2.9511 0.000
H -0.3316 7.2503 -3.1191 0.000
H 0.7707 6.5086 -4.2701 0.000
C -1.9179 -5.4828 0.7522 0.005
C -1.0627 -4.5259 -0.1031 -0.014
C -0.6134 -5.2452 -1.3740 0.002
C -1.8841 -3.2796 -0.3273 -0.084
C -2.1846 -2.4545 0.7834 -0.001
C -3.1745 -1.4853 0.7244 0.138
C -3.8288 -1.1846 -0.4805 -0.016
C -4.9239 -0.1536 -0.5358 -0.003
C -3.4963 -1.9769 -1.5966 -0.043
C -2.5628 -3.0256 -1.5128 0.080
H -1.3739 -6.4133 0.9200 0.000
H -2.8479 -5.7238 0.2304 0.000
H -2.1722 -5.0560 1.7245 0.000
H -0.1877 -4.2459 0.4948 0.029
H -1.4557 -5.7541 -1.8505 -0.001
H 0.1187 -6.0105 -1.1171 0.000
H -0.1587 -4.5797 -2.1055 0.001
H -1.7244 -2.6885 1.7375 0.018
H -3.4644 -0.9522 1.6157 0.026
H -4.5120 0.8512 -0.6512 0.001
H -5.5065 -0.1680 0.3856 -0.001
H -5.5992 -0.3381 -1.3700 0.000
H -4.0673 -1.8615 -2.4990 0.002
H -2.4031 -3.6623 -2.3740 0.001
C 6.2134 -0.2473 5.4446 -0.005
C 5.0603 -0.3661 4.4978 0.106
C 4.3842 0.7741 4.0382 0.013
C 3.3229 0.6832 3.1686 -0.080
C 2.6157 1.9226 2.6771 0.117
C 2.9215 -0.6106 2.7466 -0.160
Te 1.3046 -0.7345 1.4983 1.599
C 3.5875 -1.7823 3.1815 0.105
C 3.2028 -3.1709 2.7312 0.012
C 4.6441 -1.6257 4.0537 0.001
H 6.4202 0.7875 5.7077 -0.001
H 7.1129 -0.6809 5.0019 0.012
H 6.0120 -0.8072 6.3605 0.011
H 4.7084 1.7526 4.3753 0.003
H 3.0693 2.8222 3.0873 0.003
H 1.5591 1.9242 2.9681 -0.011
H 2.6696 1.9951 1.5860 0.001
H 2.3026 -3.1857 2.1118 0.055
H 3.0219 -3.8173 3.5905 0.005
H 4.0095 -3.6177 2.1479 0.003
H 5.1669 -2.5107 4.4050 0.005
```

Values from the calculation:
Multiplicity = 5
Lowest unoccupied orbital energy (alpha / beta) = -5.3 / -8.3 eV
Net charge = +2
Gap between HOMO and LUMO (alpha / beta) = 8.15 / 5.13 eV
HOMO energy (alpha / beta) = -13.4 / -13.4 eV

No. 6
DFT (the ωB97M-V functional and the def2-TZVPD basis) results for a single C15H17Cl2N3O4 molecule in a non-equilibrium geometry.

```
41
Properties=species:S:1:pos:R:3:mulliken_charge:R:1
C 1.4106 3.3573 1.7263 -1.437
C 2.2716 2.5148 0.7863 0.371
O 2.1758 1.1648 1.2123 -0.515
C 2.9517 0.2206 0.6125 0.457
C 3.9305 0.4670 -0.3422 -0.423
C 4.6743 -0.5740 -0.8735 -0.988
C 4.4393 -1.8718 -0.4566 0.398
Cl 5.3651 -3.1702 -1.1138 -0.218
C 3.4559 -2.1460 0.4829 -0.668
C 2.7164 -1.1043 1.0083 0.592
Cl 1.4665 -1.4179 2.1558 -0.167
C 1.8083 2.7068 -0.6646 0.336
O 2.3933 3.4332 -1.4412 -0.676
N 0.7047 2.0306 -1.0366 -0.315
N -0.0988 1.2112 -0.2642 0.052
C -1.2058 0.6497 -0.7824 0.509
O -1.5852 0.8374 -1.9257 -0.755
C -1.8871 -0.1968 0.2877 0.616
O -1.4523 -0.1659 1.4348 -0.765
N -2.9361 -0.9325 -0.0745 0.185
C -3.5461 -1.0354 -1.3875 -0.530
C -4.5533 -2.1739 -1.2364 -0.680
C -4.9598 -2.0799 0.2329 -0.631
C -3.6431 -1.7321 0.9150 -0.625
H 1.4835 4.4033 1.4422 0.408
H 1.7662 3.2369 2.7461 0.417
H 0.3698 3.0472 1.6851 0.251
H 3.3125 2.8610 0.8465 0.402
H 4.1213 1.4687 -0.6912 0.393
H 5.4322 -0.3693 -1.6120 0.417
H 3.2635 -3.1573 0.8012 0.448
H 0.3428 2.1419 -1.9820 0.244
H 0.1961 0.9645 0.6807 0.344
H -4.0435 -0.0934 -1.6396 0.277
H -2.7943 -1.2305 -2.1531 0.337
H -4.0686 -3.1317 -1.4283 0.299
H -5.3951 -2.0674 -1.9165 0.362
H -5.6811 -1.2742 0.3724 0.288
H -5.3891 -3.0039 0.6127 0.359
H -3.0575 -2.6295 1.1424 0.295
H -3.7551 -1.1592 1.8373 0.338
```

Values from the calculation:
Lowest unoccupied orbital energy = 0.6 eV
Gap between HOMO and LUMO = 9.44 eV
SMILES string = C[C@@H](Oc1ccc(Cl)cc1Cl)C(=O)NNC(=O)C(=O)N1CCCC1
HOMO energy = -8.8 eV